18
Properties=species:S:1:pos:R:3 method="wB97M-V/def2-TZVPD" total_charge=0 e_above_lowest_ev=0.468 largest_force_ev_per_a=3.68 homo_lumo_gap_ev=8.954 smiles="NNC(=O)c1nccnc1N"
N 2.671 -1.333 0.115
N 2.547 0.138 0.152
C 1.396 0.785 -0.103
O 1.430 1.919 -0.532
C -0.007 0.113 -0.008
N -0.097 -1.185 -0.012
C -1.350 -1.760 -0.260
C -2.450 -0.961 -0.096
N -2.459 0.369 -0.020
C -1.239 0.926 0.075
N -1.134 2.340 0.293
H 2.528 -1.499 1.078
H 1.852 -1.703 -0.321
H 3.306 0.431 -0.355
H -1.268 -2.819 -0.288
H -3.483 -1.469 -0.067
H -0.249 2.806 0.125
H -1.993 2.902 0.224

=====

14
Properties=species:S:1:pos:R:3 method="wB97M-V/def2-TZVPD" total_charge=0 e_above_lowest_ev=2.872 largest_force_ev_per_a=0.54 homo_lumo_gap_ev=8.192 smiles="C[C@@H]1OC=C=C1N"
C -1.455 -0.921 0.022
C -0.060 -0.509 -0.413
O 0.926 -1.415 0.064
C 1.956 -0.617 0.483
C 1.838 0.752 0.471
C 0.512 0.825 0.007
N -0.184 1.954 -0.165
H -2.207 -0.277 -0.451
H -1.659 -1.952 -0.285
H -1.566 -0.858 1.107
H 0.006 -0.519 -1.507
H 2.790 -1.238 0.809
H 0.292 2.803 0.105
H -1.189 1.971 -0.246

=====

14
Properties=species:S:1:pos:R:3 method="wB97M-V/def2-TZVPD" total_charge=0 e_above_lowest_ev=5.180 largest_force_ev_per_a=0.58 homo_lumo_gap_ev="8.329 / 8.330"
N 2.650 0.058 0.438
C 1.485 -0.050 -0.013
O 0.721 -1.167 -0.268
C -0.409 -0.361 -0.697
C -1.658 -0.605 0.154
C -0.350 1.719 0.578
C 0.427 0.944 -0.421
H 3.062 -0.856 0.627
H -0.591 -0.519 -1.763
H -1.409 -1.291 0.968
H -2.470 -1.039 -0.433
H -0.070 1.325 1.578
H -2.039 0.331 0.581
H 0.649 1.514 -1.329

=====

14
Properties=species:S:1:pos:R:3 method="wB97M-V/def2-TZVPD" total_charge=0 e_above_lowest_ev=0.819 largest_force_ev_per_a=1.77 homo_lumo_gap_ev=10.875 smiles="CC(=O)[C@@H](C)C#N"
C 2.010 0.110 -0.156
C 0.728 -0.661 0.213
O 0.719 -1.617 0.952
C -0.656 -0.054 -0.395
C -1.876 -0.482 0.444
C -0.465 1.410 -0.414
N -0.050 2.495 -0.353
H 2.933 -0.275 0.310
H 1.837 1.148 0.101
H 2.131 0.106 -1.247
H -0.826 -0.344 -1.455
H -1.830 -0.036 1.443
H -2.859 -0.236 0.015
H -1.797 -1.564 0.543

=====

14
Properties=species:S:1:pos:R:3 method="wB97M-V/def2-TZVPD" total_charge=0 e_above_lowest_ev=1.997 largest_force_ev_per_a=0.54 homo_lumo_gap_ev=10.393 smiles="C[C@]12N[C@H]1CC2=O"
C -1.939 -0.091 0.053
C -0.445 -0.172 0.036
N 0.226 -1.032 1.004
C 0.724 0.308 0.902
C 1.688 0.391 -0.289
C 0.423 0.173 -1.140
O 0.135 0.520 -2.257
H -2.305 0.767 -0.517
H -2.317 -0.051 1.078
H -2.333 -1.000 -0.414
H 0.854 -1.719 0.594
H 0.685 0.980 1.753
H 2.426 -0.418 -0.301
H 2.179 1.343 -0.501

=====

14
Properties=species:S:1:pos:R:3 method="wB97M-V/def2-TZVPD" total_charge=0 e_above_lowest_ev=1.795 largest_force_ev_per_a=1.13 homo_lumo_gap_ev=11.902 smiles=CC[C@@]1(C#N)CO1
C -0.076 1.109 1.335
C 0.708 0.729 0.081
C 0.203 -0.529 -0.618
C 0.948 -1.762 -0.346
N 1.547 -2.728 -0.134
C -1.200 -0.683 -1.033
O -0.186 -0.398 -1.978
H -1.123 1.327 1.099
H 0.353 2.008 1.786
H -0.052 0.315 2.088
H 0.657 1.536 -0.657
H 1.765 0.592 0.331
H -1.633 -1.679 -1.103
H -1.902 0.123 -0.826

=====

14
Properties=species:S:1:pos:R:3 method="wB97M-V/def2-TZVPD" total_charge=0 e_above_lowest_ev=1.678 largest_force_ev_per_a=2.45 homo_lumo_gap_ev=10.823
H -1.749 2.575 -0.377
N -0.780 2.319 -0.565
C -0.546 1.151 -0.157
O -1.472 0.318 0.421
C -0.808 -0.805 0.996
C 0.600 -0.839 0.429
C 0.910 -0.677 -1.127
C 0.789 0.484 -0.212
H -1.464 -1.685 0.886
H -0.453 -0.589 2.026
H 1.296 -1.438 1.005
H 0.105 -1.002 -1.778
H 1.920 -0.916 -1.495
H 1.653 1.102 -0.052

=====

14
Properties=species:S:1:pos:R:3 method="wB97M-V/def2-TZVPD" total_charge=0 e_above_lowest_ev=1.913 largest_force_ev_per_a=1.10 homo_lumo_gap_ev=10.365 smiles="C1=CCC1.N=C=O"
C -1.102 -0.513 1.033
C -0.423 0.566 0.654
C -0.709 0.366 -0.811
C -1.482 -0.903 -0.369
H -1.318 -0.970 1.980
H 0.111 1.338 1.175
H 0.157 0.177 -1.444
H -1.321 1.137 -1.275
H -2.549 -0.891 -0.586
H -1.049 -1.838 -0.717
N 2.643 1.032 -0.123
C 2.312 -0.103 0.036
O 2.098 -1.236 -0.013
H 2.632 1.837 0.461

=====

14
Properties=species:S:1:pos:R:3 method="wB97M-V/def2-TZVPD" total_charge=0 e_above_lowest_ev=2.923 largest_force_ev_per_a=0.68 homo_lumo_gap_ev=10.554
C -2.112 -0.575 -0.915
N -1.188 -1.240 0.030
C -0.057 -0.703 -0.016
O 0.271 0.298 -0.926
C 1.467 0.575 -0.225
C 1.148 0.965 1.172
C 1.224 -0.510 0.776
H -2.510 -1.301 -1.623
H -2.917 -0.147 -0.313
H -1.683 0.253 -1.497
H 2.301 0.863 -0.846
H 0.167 1.374 1.410
H 1.974 1.363 1.752
H 1.916 -1.216 1.221

=====

14
Properties=species:S:1:pos:R:3 method="wB97M-V/def2-TZVPD" total_charge=0 e_above_lowest_ev=2.484 largest_force_ev_per_a=2.01 homo_lumo_gap_ev=9.825 smiles="O=C1CN2CC1C2"
O 0.444 -2.507 0.176
C 0.256 -1.319 0.207
C 1.024 -0.135 0.926
N 0.342 1.019 0.307
C 0.244 0.639 -1.115
C -0.701 -0.492 -0.647
C -1.081 0.525 0.449
H 2.088 -0.263 0.698
H 0.942 0.284 1.927
H 1.217 0.401 -1.557
H -0.245 1.452 -1.657
H -1.390 -1.025 -1.300
H -1.777 1.310 0.156
H -1.365 0.112 1.430

=====

14
Properties=species:S:1:pos:R:3 method="wB97M-V/def2-TZVPD" total_charge=0 e_above_lowest_ev=4.768 largest_force_ev_per_a=0.52 homo_lumo_gap_ev=9.935 smiles=CN[C@]12O[C@@]13C[C@H]32
C -2.134 -0.466 0.887
N -1.280 -0.083 -0.235
C 0.076 -0.290 -0.147
O 0.706 -0.471 0.998
C 1.349 0.868 0.408
C 2.335 0.230 -0.516
C 0.976 0.117 -1.124
H -2.889 0.309 1.051
H -2.650 -1.400 0.643
H -1.559 -0.588 1.810
H -1.373 0.892 -0.496
H 2.844 -0.682 -0.208
H 2.949 0.966 -1.032
H 0.651 0.598 -2.040

=====

14
Properties=species:S:1:pos:R:3 method="wB97M-V/def2-TZVPD" total_charge=0 e_above_lowest_ev=5.877 largest_force_ev_per_a=2.82 homo_lumo_gap_ev=7.544
O -0.355 -0.543 2.304
C -1.092 -0.114 1.390
C -1.063 -0.388 -0.055
C -0.298 0.243 -1.192
C 0.983 0.917 -0.786
C 1.171 -0.332 0.176
N 0.093 -1.053 -0.654
H -1.987 0.378 1.754
H -2.059 -0.715 -0.377
H -0.848 0.329 -2.134
H 0.965 1.950 -0.417
H 1.620 0.896 -1.691
H 0.625 -0.696 1.632
H 2.153 -0.795 0.125

=====

14
Properties=species:S:1:pos:R:3 method="wB97M-V/def2-TZVPD" total_charge=0 e_above_lowest_ev=1.608 largest_force_ev_per_a=0.52 homo_lumo_gap_ev=10.195
C -0.879 -0.792 -1.635
C -0.149 0.308 -1.489
C 0.890 0.471 -0.398
C 0.290 1.175 0.794
N -0.112 0.647 1.875
C -0.146 -0.727 2.094
O -0.847 -1.509 1.491
H -0.777 -1.633 -0.954
H -1.625 -0.876 -2.420
H -0.300 1.157 -2.153
H 1.274 -0.509 -0.101
H 1.732 1.068 -0.770
H 0.178 2.260 0.712
H 0.471 -1.041 2.955

=====

14
Properties=species:S:1:pos:R:3 method="wB97M-V/def2-TZVPD" total_charge=0 e_above_lowest_ev=3.272 largest_force_ev_per_a=0.40 homo_lumo_gap_ev=8.844
C -1.817 0.260 0.647
C -0.452 -0.181 0.242
C 0.145 -1.543 -0.095
O 0.632 -1.543 -1.457
C 1.392 -0.888 -0.437
C 0.702 0.430 -0.095
N 1.175 1.723 -0.176
H -2.579 0.025 -0.108
H -1.839 1.341 0.827
H -2.122 -0.227 1.582
H 0.009 -2.506 0.384
H 2.409 -1.206 -0.236
H 0.461 2.440 -0.198
H 1.884 1.875 -0.880

=====

14
Properties=species:S:1:pos:R:3 method="wB97M-V/def2-TZVPD" total_charge=0 e_above_lowest_ev=2.299 largest_force_ev_per_a=0.56 homo_lumo_gap_ev=10.273 smiles="C[C@]12N[C@H]1CC2=O"
C -1.840 0.127 0.039
C -0.421 -0.349 0.134
N 0.295 -1.255 1.037
C 0.732 0.125 0.965
C 1.539 0.498 -0.288
C 0.426 -0.184 -1.096
O 0.213 -0.408 -2.257
H -1.800 0.929 -0.712
H -2.219 0.564 0.964
H -2.535 -0.621 -0.348
H 0.923 -1.906 0.561
H 0.686 0.690 1.890
H 2.581 0.213 -0.433
H 1.420 1.579 -0.456

=====

14
Properties=species:S:1:pos:R:3 method="wB97M-V/def2-TZVPD" total_charge=0 e_above_lowest_ev=3.274 largest_force_ev_per_a=0.40 homo_lumo_gap_ev=8.841
C 0.721 -1.561 0.914
C 0.162 -0.259 0.450
C 0.210 1.156 1.014
O 0.858 2.042 0.071
C -0.491 1.627 -0.162
C -0.471 0.183 -0.656
N -0.931 -0.353 -1.840
H 1.816 -1.548 0.985
H 0.433 -2.370 0.233
H 0.330 -1.821 1.906
H 0.107 1.505 2.036
H -1.278 2.369 -0.243
H -0.539 -1.254 -2.082
H -0.925 0.284 -2.625

=====

14
Properties=species:S:1:pos:R:3 method="wB97M-V/def2-TZVPD" total_charge=0 e_above_lowest_ev=2.790 largest_force_ev_per_a=0.47 homo_lumo_gap_ev=10.157
H 1.665 -0.436 0.938
N 2.043 0.510 0.864
C 1.928 0.951 -0.309
O 1.420 0.330 -1.419
C 0.305 -0.479 -1.314
C -0.577 -0.408 -0.336
C -0.967 0.272 0.901
C -1.876 -0.760 0.248
H 2.282 1.945 -0.574
H 0.231 -1.128 -2.180
H -1.230 1.326 0.850
H -0.460 -0.006 1.824
H -1.989 -1.715 0.757
H -2.775 -0.402 -0.249

=====

14
Properties=species:S:1:pos:R:3 method="wB97M-V/def2-TZVPD" total_charge=0 e_above_lowest_ev=2.447 largest_force_ev_per_a=1.06 homo_lumo_gap_ev=10.517 smiles="C1=N[C@H]2C[C@H]2CO1"
C 1.673 -0.547 0.405
N 0.737 -1.400 0.397
C -0.411 -1.053 -0.422
C -1.533 -0.308 0.255
C -0.597 0.420 -0.670
C 0.508 1.179 0.019
O 1.756 0.604 -0.380
H 2.442 -0.520 1.175
H -0.686 -1.787 -1.177
H -1.425 -0.113 1.321
H -2.555 -0.472 -0.069
H -0.933 0.759 -1.645
H 0.473 0.921 1.089
H 0.504 2.263 -0.049

=====

14
Properties=species:S:1:pos:R:3 method="wB97M-V/def2-TZVPD" total_charge=0 e_above_lowest_ev=0.898 largest_force_ev_per_a=0.66 homo_lumo_gap_ev=9.657 smiles="CC1=CNC(=O)C1"
C 1.183 -1.468 0.611
C 0.257 -0.436 0.057
C -0.622 -0.565 -0.939
N -1.430 0.606 -1.140
C -1.218 1.372 0.074
O -2.019 2.125 0.549
C 0.181 1.002 0.527
H 1.075 -2.411 0.067
H 0.990 -1.670 1.672
H 2.224 -1.133 0.528
H -0.835 -1.451 -1.530
H -1.038 1.176 -1.896
H 0.436 1.240 1.560
H 0.817 1.612 -0.140

=====

14
Properties=species:S:1:pos:R:3 method="wB97M-V/def2-TZVPD" total_charge=0 e_above_lowest_ev=0.829 largest_force_ev_per_a=1.23 homo_lumo_gap_ev=11.232 smiles="C[C@H](C#N)CC=O"
C -1.176 -1.193 0.371
C -0.556 0.193 0.130
C -1.401 1.068 -0.700
N -1.985 1.792 -1.389
C 0.827 0.142 -0.529
C 1.946 0.406 0.458
O 1.785 0.850 1.566
H -2.136 -1.110 0.886
H -0.518 -1.799 1.005
H -1.338 -1.735 -0.567
H -0.387 0.675 1.100
H 0.964 -0.802 -1.067
H 0.901 0.924 -1.295
H 2.960 0.180 0.074